Record 1
This record from the Open Molecules 2025 dataset describes C2H2KLiO2 as an isolated structure in a non-equilibrium geometry. The level of theory is ωB97M-V with the def2-TZVPD basis set.

Spin multiplicity: 2
Orbital gap (spin up / spin down): 5.54 / 5.35 eV
Max |F|: 6.9 eV/Å
E_LUMO (spin up / spin down): -4.56 / -4.72 eV
E_HOMO (spin up / spin down): -10.1 / -10.1 eV
⟨S²⟩: 0.75
Total charge: +1

```
8
Properties=species:S:1:pos:R:3:lowdin_charge:R:1
C 1.449 -0.086 0.100 -0.235
H 1.930 -0.387 -0.835 0.011
H 2.007 -0.159 1.038 0.016
O 0.788 1.174 -0.005 -0.075
C -0.475 1.000 -0.239 -0.351
O -1.361 0.287 -0.517 -0.055
K -4.085 -0.154 0.531 0.959
Li -0.254 -1.675 -0.073 0.730
```

Record 2
This record from the Open Molecules 2025 dataset describes a 2-piece molecular cluster, C2H3NO2S overall in a non-equilibrium geometry. The level of theory is ωB97M-V with the def2-TZVPD basis set.

Orbital gap (spin up / spin down): 7.14 / 6.52 eV
Max |F|: 4.1 eV/Å
E_LUMO (spin up / spin down): -1.47 / -1.91 eV
E_HOMO (spin up / spin down): -8.6 / -8.4 eV
Total charge: 0

```
9
Properties=species:S:1:pos:R:3:lowdin_charge:R:1
C 1.334 -0.379 -0.093 -0.077
C 1.033 0.956 -0.221 -0.659
N -1.930 -0.431 0.428 -0.403
O -1.483 -1.155 1.189 0.124
O -2.786 -0.411 -0.343 0.128
S -0.507 1.570 0.158 0.764
H 2.277 -0.790 -0.271 0.024
H 0.420 -1.041 -0.081 0.045
H 1.643 1.681 -0.766 0.055
```

Record 3
This record from the Open Molecules 2025 dataset describes a 2-piece molecular cluster, C3H8N2 overall in a non-equilibrium geometry. The level of theory is ωB97M-V with the def2-TZVPD basis set.

Orbital gap: 10.24 eV
Max |F|: 5.7 eV/Å
E_LUMO: 1.01 eV
E_HOMO: -9.2 eV
Total charge: 0
SMILES: [H]/N=C/N.C=C

```
13
Properties=species:S:1:pos:R:3:lowdin_charge:R:1
H 2.968 0.021 -1.883 0.019
N 2.910 -0.078 -0.850 0.010
C 1.759 0.481 -0.401 -0.377
N 1.462 0.383 0.927 0.040
H 0.984 0.912 -1.111 0.116
H 2.322 -0.029 1.442 0.136
H 1.008 0.995 1.554 0.065
C -2.589 -0.046 0.551 -0.062
C -1.852 -0.741 -0.412 -0.060
H -2.032 0.312 1.430 0.038
H -3.608 -0.210 0.587 0.004
H -0.820 -0.582 -0.873 0.041
H -2.513 -1.419 -0.960 0.029
```

Record 4
This record from the Open Molecules 2025 dataset describes a 13-piece molecular cluster, C6H36BF4O12 overall in a non-equilibrium geometry. The level of theory is ωB97M-V with the def2-TZVPD basis set.

Orbital gap: 9.87 eV
Max |F|: 1.5 eV/Å
E_LUMO: 2.56 eV
E_HOMO: -7.3 eV
Total charge: -1

```
59
Properties=species:S:1:pos:R:3:lowdin_charge:R:1
B 4.065 31.818 -11.428 -1.247
F 4.808 30.752 -11.971 0.112
F 4.167 31.868 -10.027 0.116
F 4.605 32.997 -11.967 0.127
F 2.719 31.728 -11.851 0.109
C -0.226 34.785 -10.777 -0.175
O 1.019 34.863 -11.441 -0.112
H -0.064 34.769 -9.693 0.073
H -0.817 35.688 -10.963 0.070
H -0.856 33.976 -11.156 0.075
H 1.332 33.953 -11.475 0.050
C 4.464 32.571 -6.687 -0.155
O 5.081 33.581 -5.870 -0.141
H 3.455 32.943 -6.840 0.078
H 5.059 32.441 -7.590 0.075
H 4.401 31.609 -6.171 0.070
H 6.034 33.467 -5.912 0.066
C 3.766 31.628 -15.758 -0.162
O 4.548 30.515 -16.158 -0.147
H 4.069 31.966 -14.762 0.070
H 3.804 32.426 -16.504 0.078
H 2.717 31.350 -15.654 0.060
H 5.408 30.594 -15.715 0.025
C 2.988 28.374 -13.427 -0.118
O 3.205 27.158 -12.723 -0.124
H 2.214 28.991 -12.961 0.080
H 3.890 28.978 -13.453 0.064
H 2.703 28.179 -14.465 0.086
H 2.389 26.654 -12.716 0.091
C 5.353 28.312 -10.315 -0.177
O 5.645 27.660 -11.530 -0.122
H 4.333 28.705 -10.321 0.067
H 5.445 27.662 -9.431 0.074
H 6.077 29.117 -10.187 0.081
H 4.807 27.359 -11.912 0.024
C 4.076 35.837 -8.621 -0.158
O 3.907 35.184 -9.854 -0.113
H 3.858 36.896 -8.774 0.076
H 3.375 35.486 -7.861 0.074
H 5.119 35.791 -8.292 0.075
H 3.787 34.235 -9.780 0.053
O 6.442 30.367 -14.192 -0.046
H 6.915 29.611 -13.832 0.057
H 5.724 30.519 -13.560 0.015
O 1.353 32.851 -14.097 -0.053
H 0.621 32.229 -14.055 0.036
H 2.024 32.473 -13.511 0.001
O 2.882 30.270 -8.334 -0.051
H 3.238 30.955 -8.926 0.017
H 3.533 29.562 -8.366 0.044
O 7.232 32.564 -10.699 -0.056
H 7.286 33.291 -11.325 0.036
H 6.365 32.183 -10.883 -0.013
O 0.767 29.628 -10.127 -0.081
H 1.033 30.261 -10.801 0.004
H 1.434 29.744 -9.428 -0.011
O 4.195 35.780 -13.140 -0.063
H 4.740 35.232 -13.710 0.020
H 4.267 35.366 -12.271 -0.003
```